Run P
Density functional theory data (ωB97M-V/def2-TZVPD) for a molecular structure, C3H7ClO.

E_LUMO ... 0.0350 Ha
Orbital gap ... 10.98 eV
Multiplicity ... 1

Each line ends with the natural charge from an NBO analysis.
Geometry (Å):
C -0.7695 -0.7913 1.1853  -0.2484
C 0.1035 -0.1450 -0.9389  -0.0869
C 0.8474 0.9909 -0.5827  -0.4111
H 0.0545 -1.5125 1.1595  0.1603
H -0.3648 -0.0393 1.6644  0.1580
H -1.6783 -1.2458 1.7714  0.2078
H -0.1060 0.0577 -1.9238  0.1930
H 0.7624 -1.0636 -0.7994  0.1560
H 1.0502 0.6694 0.4928  0.2080
H 1.6069 1.3581 -1.2186  0.2401
O -1.0633 -0.4421 -0.1950  -0.5244
Cl -0.4432 2.1636 -0.6150  -0.0524

=====

Run Q
Density functional theory data (ωB97M-V/def2-TZVPD) for C3H7ClO in the gas phase.

E_LUMO ... 0.0320 Ha
Orbital gap ... 11.26 eV
SMILES string ... OCCCCl
Multiplicity ... 1

Each line ends with the natural charge from an NBO analysis.
Geometry (Å):
O 1.1567 -1.9374 0.0207  -0.7018
C 0.1146 -1.0701 0.3647  -0.0683
C 0.2779 0.2345 -0.3853  -0.4407
C -0.8698 1.2594 -0.0815  -0.3662
Cl -0.7058 2.7770 -0.9978  -0.0622
H 1.8470 -1.6859 0.6096  0.4591
H 0.0763 -0.9729 1.5015  0.1610
H -0.7815 -1.6187 0.0069  0.1777
H 0.3289 0.0848 -1.5038  0.2221
H 1.2900 0.6135 -0.1811  0.2060
H -1.7960 0.8163 -0.3417  0.2054
H -0.9383 1.4993 0.9878  0.2079

=====

Which of them is the least stable? Correct choice: run P.

=====

Run P
Density functional theory data (ωB97M-V/def2-TZVPD) for a molecular structure, C2H4O2.

E_LUMO ... 0.0155 Ha
Orbital gap ... 11.03 eV
Multiplicity ... 1

Each line ends with the natural charge from an NBO analysis.
Geometry (Å):
C -0.4911 0.7581 0.2163  -0.7355
C 0.1458 -0.5303 0.0565  0.6858
H -0.8852 1.4435 -1.0451  0.2612
H 0.5958 1.5721 0.6728  0.2795
H -1.4919 0.6576 1.1666  0.2923
H 1.1662 -1.6691 -0.8482  0.5043
O 0.5160 -0.9382 -1.1935  -0.6749
O 0.4444 -1.2938 0.9745  -0.6128

=====

Run Q
Density functional theory data (ωB97M-V/def2-TZVPD) for C2H4O2 in the gas phase.

E_LUMO ... 0.0264 Ha
Orbital gap ... 10.95 eV
SMILES string ... O=CCO
Multiplicity ... 1

Each line ends with the natural charge from an NBO analysis.
Geometry (Å):
O 0.8606 1.5484 0.2121  -0.5226
C 0.9023 0.3614 -0.0415  0.4276
C -0.3337 -0.5438 -0.0065  -0.1732
O -1.4364 0.2781 -0.1658  -0.7013
H 1.6792 -0.3289 -0.3579  0.1171
H -0.2949 -1.0812 0.9691  0.1811
H -0.3329 -1.3488 -0.7748  0.1911
H -1.0836 1.1283 0.1503  0.4801

=====

Run R
Density functional theory data (ωB97M-V/def2-TZVPD) for C2H4O2 in the gas phase.

E_LUMO ... 0.0193 Ha
Orbital gap ... 10.22 eV
SMILES string ... O=CCO
Multiplicity ... 1

Each line ends with the natural charge from an NBO analysis.
Geometry (Å):
O -0.8190 -1.2646 -0.5972  -0.5697
C -0.9254 -0.0695 -0.3459  0.3686
C 0.2078 0.6204 0.2823  -0.3513
O 1.3868 -0.3560 0.1663  -0.7132
H -1.8610 0.4716 -0.5679  0.1442
H 0.6949 0.1038 1.2303  0.4078
H 0.4662 1.6335 -0.0592  0.2194
H 0.8498 -1.1392 -0.1087  0.4942

=====

Which of them is the least stable? Correct choice: run P.

=====

Run P
Density functional theory data (ωB97M-V/def2-TZVPD) for C2H4O2 in the gas phase.

E_LUMO ... 0.0354 Ha
Orbital gap ... 11.88 eV
SMILES string ... COC=O
Multiplicity ... 1

Each line ends with the natural charge from an NBO analysis.
Geometry (Å):
C 0.0235 0.6129 0.8521  -0.2789
O -0.1703 -0.6883 0.3312  -0.5117
C -0.0973 -0.8718 -0.9832  0.6552
O 0.2106 -0.0552 -1.7551  -0.5707
H -0.5959 1.4182 0.2707  0.1972
H -0.0993 0.5950 1.9082  0.2031
H 1.0449 0.9560 0.5948  0.1905
H -0.3162 -1.9668 -1.2188  0.1152

=====

Run Q
Density functional theory data (ωB97M-V/def2-TZVPD) for C2H4O2 in the gas phase.

E_LUMO ... 0.0298 Ha
Orbital gap ... 11.27 eV
SMILES string ... O=CCO
Multiplicity ... 1

Each line ends with the natural charge from an NBO analysis.
Geometry (Å):
O -0.8080 -1.4397 0.1470  -0.5172
C 0.1188 -0.7568 0.4142  0.4279
C 0.3855 0.5602 -0.1782  -0.1926
O -0.6206 0.6954 -1.1960  -0.7073
H 0.7822 -1.0405 1.3187  0.1079
H 0.0992 1.2803 0.6338  0.1980
H 1.3765 0.6561 -0.4891  0.2092
H -1.3336 0.0449 -0.6504  0.4741

=====

Which of them is the least stable? Correct choice: run Q.

=====

Run P
Density functional theory data (ωB97M-V/def2-TZVPD) for 9 unconnected molecules or ions with the total composition C27H27F9O27.

E_LUMO ... 0.0005 Ha
Orbital gap ... 11.08 eV
SMILES string ... O=C1OC[C@@H](F)O1.O=C1OC[C@@H](F)O1.O=C1OC[C@@H](F)O1.O=C1OC[C@@H](F)O1.O=C1OC[C@@H](F)O1.O=C1OC[C@@H](F)O1.O=C1OC[C@@H](F)O1.O=C1OC[C@@H](F)O1.O=C1OC[C@@H](F)O1
Multiplicity ... 1

Each line ends with the Löwdin charge.
Geometry (Å):
O -11.1737 -17.2734 -15.2777  0.1259
C -10.6078 -17.2038 -16.3557  -0.5009
O -9.6284 -16.3600 -16.7033  0.0581
C -9.2939 -16.4540 -18.1115  -0.0064
C -10.1622 -17.6380 -18.5872  -0.2716
F -9.3859 -18.7512 -18.8244  0.0546
O -10.9834 -17.9163 -17.4739  0.1096
H -9.4843 -15.4958 -18.5901  0.1415
H -8.2149 -16.6755 -18.1333  0.1475
H -10.8745 -17.4635 -19.3991  0.1705
O -10.0695 -8.9924 -5.4122  0.1702
C -10.2408 -9.1562 -6.5870  -0.4802
O -9.8768 -10.2961 -7.2093  0.0780
C -10.2793 -10.2416 -8.5603  -0.0891
C -10.9549 -8.9547 -8.7369  -0.3019
F -12.3104 -9.1144 -8.7899  0.0646
O -10.7107 -8.2162 -7.5400  0.1186
H -9.3393 -10.3369 -9.1000  0.1289
H -10.9031 -11.1095 -8.7704  0.1235
H -10.5911 -8.3471 -9.5516  0.1664
O -15.6264 -12.5253 -17.4332  0.1270
C -15.3259 -13.3806 -16.5865  -0.4329
O -14.0771 -13.8509 -16.2820  0.0743
C -14.2620 -14.8535 -15.2201  -0.0260
C -15.7378 -14.9516 -14.9989  -0.3348
F -16.0177 -14.5066 -13.7247  0.0425
O -16.3381 -14.1330 -15.9422  0.1196
H -13.8819 -15.8148 -15.5763  0.1376
H -13.7126 -14.5158 -14.3478  0.1271
H -16.1590 -15.9513 -15.1171  0.1699
O -7.6783 -11.7321 -17.4211  0.1153
C -7.1200 -12.3266 -16.4878  -0.5068
O -7.5032 -13.5106 -15.9524  0.0552
C -6.5902 -13.9349 -14.9147  -0.0245
C -5.4586 -12.9675 -15.1694  -0.2783
F -4.3772 -13.4786 -15.8692  0.0515
O -5.9935 -11.8824 -15.8975  0.1445
H -7.0580 -13.8121 -13.9395  0.1103
H -6.3744 -14.9968 -15.0443  0.1482
H -4.9916 -12.5152 -14.3230  0.1452
O -12.7043 -13.6736 -7.3701  0.1784
C -13.1829 -13.3059 -8.4014  -0.5302
O -12.6949 -12.3546 -9.1850  0.0636
C -13.4346 -12.1895 -10.3671  -0.0465
C -14.3426 -13.3935 -10.3643  -0.2471
F -13.8280 -14.3329 -11.2187  0.0449
O -14.2371 -13.9521 -9.0286  0.1079
H -13.9793 -11.2554 -10.3546  0.1435
H -12.7978 -12.2127 -11.2473  0.1315
H -15.4217 -13.3182 -10.4952  0.1715
O -5.2443 -13.4696 -11.8092  0.1578
C -5.7182 -12.3929 -11.5227  -0.4981
O -5.1729 -11.4282 -10.8022  0.1024
C -5.9405 -10.2245 -10.9330  -0.0322
C -7.0655 -10.5878 -11.8532  -0.3002
F -6.7125 -9.9957 -13.0774  0.0245
O -6.9541 -11.9397 -12.0180  0.0891
H -6.2304 -9.9169 -9.9407  0.1311
H -5.3710 -9.3976 -11.3951  0.1541
H -8.1247 -10.4152 -11.6808  0.1523
O -5.6835 -11.8547 -7.8495  0.1689
C -6.5756 -12.6358 -8.0422  -0.5129
O -7.8105 -12.3434 -8.4913  0.0498
C -8.7088 -13.4550 -8.2769  -0.0431
C -7.7350 -14.5838 -8.0280  -0.3027
F -7.5786 -15.2433 -9.2296  0.0502
O -6.5790 -13.9338 -7.5918  0.1403
H -9.3825 -13.3030 -7.4367  0.1449
H -9.2293 -13.5394 -9.2359  0.1210
H -8.0266 -15.3245 -7.2849  0.1664
O -10.0255 -11.9913 -11.6338  0.1447
C -10.1283 -13.1278 -12.0150  -0.5081
O -11.0426 -13.6407 -12.8646  0.0573
C -10.7944 -14.9697 -13.2269  -0.0443
C -9.5158 -15.3166 -12.3753  -0.2783
F -8.5356 -15.7464 -13.1638  0.1002
O -9.2038 -14.0933 -11.7202  0.1051
H -11.6567 -15.6350 -13.0169  0.1292
H -10.5340 -14.9570 -14.3004  0.1332
H -9.6477 -15.9877 -11.5275  0.1553
O -10.5109 -15.8755 -8.3709  0.1812
C -11.4400 -16.5327 -8.7191  -0.4943
O -12.5052 -16.9933 -8.0790  0.0964
C -13.4522 -17.6272 -8.9567  -0.0120
C -12.7403 -17.6636 -10.2919  -0.3018
F -13.3729 -17.0582 -11.3259  0.0595
O -11.5540 -16.9038 -10.0842  0.0724
H -13.7354 -18.6212 -8.6113  0.1442
H -14.2951 -16.9717 -8.9685  0.1327
H -12.3209 -18.6118 -10.6625  0.1741

=====

Run Q
Density functional theory data (ωB97M-V/def2-TZVPD) for 9 unconnected molecules or ions with the total composition C27H27F9O27.

E_LUMO ... -0.0107 Ha
Orbital gap ... 10.78 eV
SMILES string ... O=C1OC[C@@H](F)O1.O=C1OC[C@@H](F)O1.O=C1OC[C@@H](F)O1.O=C1OC[C@@H](F)O1.O=C1OC[C@@H](F)O1.O=C1OC[C@@H](F)O1.O=C1OC[C@@H](F)O1.O=C1OC[C@@H](F)O1.O=C1OC[C@@H](F)O1
Multiplicity ... 1

Each line ends with the Löwdin charge.
Geometry (Å):
O -0.0946 0.9007 -7.2825  0.1951
C 0.5151 1.1073 -6.2958  -0.5580
O 1.8426 1.3121 -6.2036  0.0896
C 2.1798 1.3384 -4.8085  -0.0369
C 0.8811 1.7982 -4.1998  -0.3120
F 0.7766 3.1643 -4.2147  0.0605
O -0.0846 1.2943 -5.0750  0.1271
H 2.3007 0.2933 -4.5046  0.1355
H 3.0754 1.8812 -4.5311  0.1460
H 0.7457 1.4688 -3.1702  0.1509
O -2.0500 2.9898 -0.5911  0.1480
C -2.2565 3.5462 -1.6265  -0.5398
O -3.1546 4.5041 -1.8120  0.1136
C -3.1260 4.9067 -3.1802  -0.0384
C -1.8194 4.3296 -3.6652  -0.3122
F -0.7905 5.2180 -3.7203  0.0721
O -1.5224 3.3002 -2.7463  0.1304
H -4.0307 4.5478 -3.6701  0.1439
H -3.1183 5.9727 -3.4194  0.1475
H -1.9062 3.9546 -4.6865  0.1721
O 3.4631 -1.0162 2.4713  0.1807
C 3.9882 -1.7396 3.2494  -0.5405
O 4.3519 -3.0226 2.9650  0.0773
C 5.1978 -3.4834 4.0202  -0.0473
C 4.7344 -2.5918 5.1643  -0.3021
F 5.8182 -2.3504 5.9743  0.0560
O 4.3427 -1.3959 4.5122  0.1395
H 5.1288 -4.5171 4.3501  0.1425
H 6.2393 -3.2227 3.8316  0.1448
H 3.9067 -2.9407 5.7789  0.1488
O 2.6454 7.3961 -2.2834  0.1913
C 2.3321 6.5201 -1.5585  -0.5555
O 1.5302 5.5016 -1.8382  0.0783
C 1.4116 4.6550 -0.7048  -0.0548
C 1.8527 5.5752 0.4469  -0.2841
F 2.6226 4.8245 1.2900  0.0589
O 2.7206 6.4690 -0.2295  0.1191
H 0.4412 4.2114 -0.4816  0.1227
H 2.1145 3.8302 -0.8133  0.1386
H 1.0176 6.0670 0.9435  0.1721
O 1.6679 -2.4403 -8.3238  0.1979
C 1.2680 -2.7081 -7.2505  -0.5560
O 1.4386 -1.9993 -6.1453  0.0808
C 0.5806 -2.4810 -5.1213  -0.0579
C 0.1926 -3.8635 -5.6446  -0.3276
F -1.0712 -4.2212 -5.3301  0.0847
O 0.4737 -3.8253 -7.0294  0.1295
H 1.0487 -2.5824 -4.1468  0.1297
H -0.3329 -1.8928 -5.0093  0.1389
H 0.8806 -4.6095 -5.2249  0.1673
O -5.7224 -1.0351 2.0996  0.1753
C -4.8399 -0.8534 1.3254  -0.5736
O -4.0163 -1.7767 0.8568  0.1018
C -2.8519 -1.1600 0.3331  -0.0430
C -3.4458 0.2081 -0.1125  -0.2731
F -3.8581 0.0504 -1.4018  0.0788
O -4.5665 0.3352 0.7311  0.1442
H -1.9596 -1.2283 0.9620  0.1165
H -2.4761 -1.6860 -0.5464  0.1357
H -2.7750 1.0594 -0.0175  0.1239
O 0.5646 -3.6834 2.2136  0.2127
C 0.5693 -3.5606 3.3836  -0.5390
O 0.3950 -4.5670 4.2883  0.0834
C 0.2724 -4.0465 5.5890  -0.0488
C 0.6348 -2.5412 5.4092  -0.2901
F 1.8505 -2.2240 5.9367  0.0629
O 0.6197 -2.3773 4.0312  0.1182
H -0.7772 -4.0899 5.8789  0.1226
H 0.9238 -4.4740 6.3470  0.1412
H -0.0904 -1.8891 5.8939  0.1633
O -0.4088 -1.2107 -2.3583  0.1648
C -0.1084 -0.7372 -1.3086  -0.5888
O 0.3801 -1.4698 -0.3044  0.0777
C 0.8498 -0.6168 0.7244  -0.0419
C 0.1220 0.7122 0.4328  -0.2723
F 0.9008 1.7675 0.7410  0.0936
O -0.0721 0.5749 -0.9915  0.1029
H 0.5467 -0.9843 1.7013  0.1124
H 1.9271 -0.5042 0.6065  0.1356
H -0.8681 0.8511 0.8675  0.1363
O -1.4748 -0.1720 3.2640  0.1752
C -2.3152 -0.7640 3.8659  -0.5586
O -3.2599 -0.1977 4.6014  0.1007
C -3.7291 -1.1454 5.5693  -0.0272
C -3.3503 -2.4664 4.8957  -0.2749
F -4.4551 -2.7816 4.1483  0.0698
O -2.2810 -2.1116 4.0527  0.1223
H -3.2598 -0.8814 6.5215  0.1411
H -4.7974 -1.0178 5.7152  0.1455
H -3.1666 -3.2798 5.5949  0.1643

=====

Which of them is the least stable? Correct choice: run Q.